Entry 1:
Formula: C16H24CaN8
Source: the Open Molecules 2025 dataset
Level of theory: the ωB97M-V functional and the def2-TZVPD basis

multiplicity	1
energy above the lowest of the compared OMol25 structures with the same formula, charge and spin	0.000	eV
charge	+2

XYZ file:
```
49
C16H24CaN8, DFT the ωB97M-V functional and the def2-TZVPD basis
C 1.4174 -4.3470 1.6336
H 1.5277 2.2038 -5.0888
H -4.7166 2.6312 0.5800
N -0.3478 0.3654 2.3859
N 0.1206 -2.3148 0.6552
H 2.4895 -4.1692 1.5492
C 4.5869 -1.3390 -1.5539
C -4.7124 -1.8770 0.2498
H -1.2797 1.7934 4.9745
H 5.2746 -1.5160 -0.7313
Ca -0.0864 0.1643 -0.1084
C 3.3210 -0.8513 -1.0278
C 1.6928 3.1523 1.1343
C -3.4363 -1.2447 -0.0761
C -1.3098 -3.9751 -2.9108
H 5.0035 -0.5993 -2.2350
H 1.1548 -4.5153 2.6748
C -3.8801 3.3286 0.5980
H 3.1224 4.6551 1.3677
H -5.5196 -1.1463 0.2652
H 2.8606 3.6440 2.7859
N -2.4298 -0.7723 -0.3242
H -4.6455 -2.3249 1.2400
H 1.6436 4.8664 2.3591
H 2.9482 1.7348 -4.1409
H -0.4916 -4.5977 -3.2719
H -4.9544 -2.6285 -0.4983
C -0.2743 0.8896 3.4040
H 0.0859 0.8068 5.4501
C -0.8096 -2.6441 -2.6018
C 0.6957 -3.2120 1.0854
H -1.7371 -4.4362 -2.0237
H 0.3615 2.4242 4.6988
H 1.1868 -5.2541 1.0743
H -4.0937 4.1099 -0.1333
N -1.7140 2.0819 -0.1523
H -2.0604 -3.9134 -3.6966
H -3.7782 3.7846 1.5776
H 2.2456 3.3311 -3.9028
C -0.2510 1.5310 4.7106
N 2.3334 -0.4449 -0.6218
C 2.0102 2.2925 -4.1187
N 0.4185 1.3151 -2.3173
N -0.4090 -1.6003 -2.3639
H 4.4172 -2.2614 -2.1051
C 1.1383 1.7369 -3.0980
N 1.1806 2.3574 0.4828
C 2.3605 4.1555 1.9611
C -2.6603 2.6288 0.2047
```

Entry 2:
Formula: C28H31ClN2O2S
Source: the Open Molecules 2025 dataset
Level of theory: the ωB97M-V functional and the def2-TZVPD basis

multiplicity	1
energy above the lowest of the compared OMol25 structures with the same formula, charge and spin	0.000	eV

XYZ file:
```
65
C28H31ClN2O2S, DFT the ωB97M-V functional and the def2-TZVPD basis
H 4.3607 -0.1249 1.4380
H 2.0495 -0.6073 2.1095
C -0.6074 -6.8019 4.4575
C -0.3453 -5.6532 5.2096
C 5.4366 2.7978 -1.2371
C 7.4027 1.3525 -0.8836
C 3.8214 1.4277 0.0294
C -3.3121 1.6240 -1.6813
C -1.0038 -6.6912 3.1188
H -3.7963 1.3111 -4.4739
C -4.5857 1.1607 -3.7128
C -1.2498 -5.4241 2.5679
H 0.5073 -1.6453 2.4664
H -5.9180 1.7503 -5.3186
H 7.1464 2.7313 -2.5647
H -1.5812 -5.3389 1.5322
H -4.0920 2.7373 0.0118
C 1.4280 1.7758 -0.2567
C -5.3008 2.9940 -2.2643
H -0.5282 0.1936 2.0612
N -4.3395 1.9374 -2.5184
H -0.4662 -7.7911 4.9103
C -1.2972 0.7511 0.1029
H -0.4364 -0.2366 -1.6290
Cl 0.2867 -2.9792 0.5291
S -1.5702 -2.6382 2.7735
C 2.7287 2.1092 -0.5704
H 4.8729 2.7665 -2.1820
C -2.3687 1.5633 0.5641
O -2.7400 -2.8612 1.9708
C -1.1229 -4.2828 3.3713
H -5.8892 3.8304 -4.1510
H 2.9250 2.8747 -1.3239
C 2.2266 0.1373 1.3451
H -2.3983 1.8469 1.6217
H -4.8079 3.9721 -2.1069
C 1.1096 0.7454 0.6999
O -1.6020 -1.7554 3.9170
C -5.9415 1.6633 -4.2305
H -6.7054 0.9278 -3.9425
H 8.2871 1.4875 -0.2576
H 0.6236 2.3234 -0.7516
H 7.4475 3.5223 -0.9927
C 6.2237 0.8161 -0.0532
H 7.6348 0.6380 -1.6789
C -0.2858 -1.9275 1.7667
N 5.0934 1.6743 -0.3841
C -2.2700 0.7764 -2.1377
C -1.2585 0.3867 -1.2778
C -0.5976 -4.3902 4.6609
H -5.8943 2.7939 -1.3528
H 5.1863 3.7602 -0.7616
H 6.0121 -0.2422 -0.2844
C -0.2410 0.3591 1.0086
C -3.3066 2.0551 -0.3285
H -2.2731 0.4546 -3.1843
H -0.4419 -3.4906 5.2530
H 0.0383 -5.7204 6.2296
H -1.1364 -7.5887 2.5083
H -7.2462 3.1204 -3.2463
C 6.9458 2.6867 -1.4907
C 3.5315 0.4211 0.9885
H -4.6250 0.0739 -3.5082
C -6.1976 2.9964 -3.5127
H 6.4540 0.8631 1.0269
```

Entry 3:
Formula: C18H40B2O9P
Source: the Open Molecules 2025 dataset
Level of theory: the ωB97M-V functional and the def2-TZVPD basis

multiplicity	1
charge	-1

XYZ file:
```
70
C18H40B2O9P, DFT the ωB97M-V functional and the def2-TZVPD basis
C 4.5332 4.0392 -2.3029
H -2.1544 0.4608 0.9632
C 1.5115 -2.2801 3.0817
O 1.2477 -4.6185 3.8291
H -0.1286 -1.1456 -2.9830
O 5.2017 5.2051 -2.0922
H 3.5289 2.9025 0.2871
H 5.7202 7.0217 -2.7435
H 4.7269 -0.1699 0.4602
H 1.8773 2.8509 -0.3761
H 3.5242 8.1245 -2.3502
H 4.3112 0.9624 -0.8450
C 3.9316 0.1670 -0.2042
H -4.5453 -1.5855 -2.0231
B -1.7637 -0.6605 -0.7765
C 2.5074 2.5732 0.4751
H -0.0256 -3.6920 2.5842
C 0.5691 -3.3987 3.4468
C -0.4386 -1.5401 -0.8471
H -2.3851 -1.1882 2.6230
P 2.4626 0.7397 0.7875
H -5.6931 -4.3144 -0.1231
H -4.8185 0.1104 -1.7754
H 2.1701 -2.5875 2.2705
C -5.3233 -0.8498 -1.8336
C -2.5698 -0.4686 0.5566
C 1.7118 -3.6942 6.0676
H -6.7472 -3.7072 -1.4047
C 3.2081 4.0542 -3.0276
C 1.6876 -4.8364 5.0751
C -6.3828 -0.8450 -2.9145
H 3.1327 4.7847 -3.8288
B 0.8678 0.1892 -0.2323
H 2.1285 -1.9664 3.9250
H 0.0296 1.1218 -0.0387
H 3.6207 -0.6623 -0.8437
H -5.0079 -3.4126 -1.4870
H 2.4300 4.2568 -2.2900
C 3.7459 7.1575 -1.8958
H 2.8212 6.5840 -1.8428
H -5.9217 -0.6317 -3.8796
H -3.6143 -0.2400 0.3234
O -5.9070 -1.0366 -0.5328
H -1.6401 -2.2390 1.4303
H -0.6333 -2.6218 -0.7852
H -6.8960 -1.8054 -2.9859
O -2.2284 -0.0071 -1.9246
H 3.0395 3.0556 -3.4198
C -5.8558 -3.4924 -0.8137
H 4.4817 6.2673 -3.7314
H -0.1299 -3.1090 4.2328
H 4.1009 7.3225 -0.8789
C 0.4433 -1.2237 -2.0500
C 4.8040 6.4332 -2.7027
C -2.4931 -1.5846 1.6118
O 0.3718 -1.1196 0.2535
H 1.7007 -4.1221 7.0659
H -1.5663 0.6551 -2.1909
H -3.4035 -2.1890 1.6127
H 2.6455 -3.1481 5.9318
H 2.1247 3.0929 1.3546
O 1.0324 0.0133 -1.7282
O -6.5645 -2.3125 1.1235
H 0.8925 -2.9900 5.9585
O 4.9789 3.0345 -1.8331
O 2.1061 -5.9290 5.3637
H 1.2032 -2.0100 -2.1803
C -6.1192 -2.2501 0.0092
H 0.9518 -1.4185 2.7206
H -7.1274 -0.0764 -2.7063
```

| no. | gap between HOMO and LUMO (eV) | maximum force (eV Å⁻¹) | lowest unoccupied orbital energy (eV) |
| --- | --- | --- | --- |
| 1 | 12.2 | 1.04 | -4.21 |
| 2 | 6.3 | 2.13 | -0.65 |
| 3 | 6.1 | 0.85 | 2.43 |